[1]
HNO2P2 | wB97M-V/def2-TZVPD

XYZ file:
```
6
Properties=species:S:1:pos:R:3:forces:R:3:mulliken_charge:R:1
N -0.3800 0.5623 -0.7499 -0.08 -0.26 0.68 -0.51
O -1.6791 -1.4782 0.6690 0.69 1.13 -0.18 -0.56
O 2.0682 0.9105 0.7294 1.38 4.05 1.69 -0.28
P -0.6087 -0.4969 0.3486 -0.14 -1.43 0.40 0.64
P 1.7316 -0.3839 0.3103 -1.16 -3.95 -1.48 0.46
H -1.1319 0.8861 -1.3074 -0.69 0.46 -1.12 0.25
```
Forces are in eV/Å.

Summary:
- LUMO level: -1.27 eV
- HOMO level: -9.828 eV
- Energy above the lowest of the compared OMol25 structures with the same formula, charge and spin: 1.877 eV
- Orbital gap: 8.56 eV



[2]
C25H28FN4OPtS2 | wB97M-V/def2-TZVPD

XYZ file:
```
62
Properties=species:S:1:pos:R:3:forces:R:3:mulliken_charge:R:1
Pt 0.2964 -0.3372 -0.0702 -1.89 0.08 0.86 2.17
C -1.8286 3.0914 1.4862 -0.02 0.02 0.02 -1.70
C -1.2348 2.1172 0.5136 -0.10 0.06 -0.04 1.40
N -0.4674 1.1706 0.9674 0.37 0.20 -0.15 0.31
N -0.2278 1.1548 2.3386 0.11 -0.08 0.18 -0.73
C 0.7099 0.3722 2.7355 -0.10 0.12 -0.03 0.38
S 1.6697 -0.6695 1.7211 0.10 -0.06 0.03 -0.53
S 1.1208 0.2946 4.4372 -0.08 -0.04 0.12 -0.07
C -0.5263 0.5618 5.1797 0.04 0.09 -0.11 -1.19
C -1.5150 -0.5212 4.8388 0.03 0.00 -0.10 0.73
C -2.6861 -0.1999 4.1587 0.02 -0.02 0.07 -0.07
C -3.6122 -1.1837 3.8345 0.00 0.00 -0.03 -0.80
C -3.3648 -2.5065 4.1721 0.02 -0.01 -0.02 -0.44
C -2.1941 -2.8373 4.8455 0.01 0.01 -0.01 -0.69
C -1.2775 -1.8511 5.1789 0.01 0.01 -0.04 -0.21
C -1.5148 2.2843 -0.9091 0.07 -0.21 -0.14 0.34
C -1.8722 3.5606 -1.3793 0.04 -0.04 -0.03 -1.12
C -2.1120 3.7928 -2.7130 -0.01 0.04 -0.01 -0.85
C -2.0269 2.7345 -3.6175 0.00 0.04 -0.02 -0.61
C -1.6967 1.4676 -3.1904 -0.09 -0.04 0.12 -0.36
C -1.4350 1.2106 -1.8365 -0.12 0.37 0.15 0.25
O -1.1690 -0.0270 -1.4666 0.45 -0.48 -0.22 -0.93
H -2.0325 2.6084 2.4358 0.00 -0.01 -0.02 0.18
H -2.7394 3.5190 1.0807 0.00 0.02 0.01 0.56
H -1.1136 3.8933 1.6850 -0.01 0.01 0.00 0.35
H -0.8964 1.5342 4.8639 0.03 0.03 0.06 0.35
H -0.3115 0.6066 6.2481 -0.03 -0.04 0.01 0.50
H -2.8862 0.8338 3.9071 0.00 0.04 -0.02 0.22
H -4.5320 -0.9136 3.3308 0.00 0.00 0.00 0.45
H -4.0866 -3.2755 3.9285 0.00 0.01 0.01 0.44
H -2.0023 -3.8655 5.1234 0.00 0.00 0.01 0.43
H -0.3679 -2.1144 5.7054 0.01 -0.01 0.00 0.39
H -1.9309 4.3880 -0.6863 0.01 0.01 0.00 0.47
H -2.3628 4.7866 -3.0549 0.00 0.00 0.00 0.42
H -2.2189 2.9092 -4.6682 0.00 0.00 0.00 0.42
H -1.6496 0.6371 -3.8824 0.00 -0.01 0.01 0.54
N 0.6736 -2.3998 -0.7749 0.29 0.80 -0.41 -0.73
C -0.2564 -3.3839 -0.1746 -0.01 -0.14 0.05 -0.74
C -1.6214 -2.7581 -0.0148 -0.04 -0.06 -0.12 -0.72
N -1.4769 -1.5832 0.8419 0.29 0.10 0.12 -0.33
H 0.5651 -2.3681 -1.7872 0.04 -0.04 -0.01 0.27
H 1.6390 -2.6583 -0.5915 0.02 0.01 -0.10 0.33
H 0.1454 -3.6756 0.7968 0.01 0.03 0.00 0.37
H -0.3194 -4.2763 -0.7986 0.07 0.00 0.01 0.45
H -2.3364 -3.4860 0.3750 0.04 -0.01 0.01 0.49
H -1.9782 -2.4134 -0.9868 -0.05 0.00 0.02 0.32
H -1.3435 -1.8361 1.8191 -0.06 -0.01 0.02 -0.04
H -2.2936 -0.9869 0.7807 -0.02 0.05 0.05 0.27
F 4.0434 -2.8745 -4.2089 -0.02 0.00 0.01 -0.33
C 3.4655 -1.9346 -3.4485 0.00 -0.02 0.01 0.50
C 4.0491 -1.5970 -2.2407 0.01 -0.02 0.00 -0.71
C 3.4476 -0.6202 -1.4650 -0.06 0.06 0.07 -0.42
C 2.2657 0.0125 -1.8716 0.97 0.14 -0.71 0.51
C 1.6113 1.0061 -1.0117 -0.42 -1.43 0.30 -1.63
C 1.7240 -0.3468 -3.1100 -0.12 0.11 0.05 -0.12
C 2.3100 -1.3239 -3.8988 -0.01 -0.03 -0.02 -0.70
H 4.9671 -2.0804 -1.9356 0.00 0.00 0.00 0.45
H 3.9005 -0.3343 -0.5228 0.02 0.00 0.01 0.43
H 0.9696 1.7037 -1.5413 0.11 0.16 0.12 0.69
H 2.2424 1.4359 -0.2420 0.02 0.19 -0.12 0.59
H 0.8229 0.1483 -3.4535 0.02 0.00 -0.02 0.33
H 1.8964 -1.6020 -4.8586 0.01 0.01 -0.01 0.47
```
Forces are in eV/Å.

Summary:
- LUMO level: -3.34 eV
- Charge: +1
- HOMO level: -10.998 eV
- Energy above the lowest of the compared OMol25 structures with the same formula, charge and spin: 0.443 eV
- Orbital gap: 7.65 eV



[3]
C2F5O5S2Zr | wB97M-V/def2-TZVPD

XYZ file:
```
15
Properties=species:S:1:pos:R:3:forces:R:3:mulliken_charge:R:1
O 0.4244 1.0174 -2.0674 -1.89 -3.23 -1.35 -0.50
S -0.4194 1.7393 -0.9730 2.45 10.00 -1.52 0.93
O -1.5795 2.4656 -1.6303 2.64 -3.11 1.73 -0.24
O 0.5786 2.8556 -0.2712 -3.67 -4.65 -2.43 -0.14
S -1.0725 0.4220 0.5969 -7.82 0.24 8.21 0.99
O -2.5123 0.0856 0.2567 4.74 0.46 -1.13 -0.32
O -1.0036 1.1563 1.9117 1.47 -2.21 -4.87 -0.32
C -0.1239 -1.1845 0.6564 0.67 -5.27 2.08 0.43
F -0.5695 -1.8535 1.8183 0.63 2.63 -3.63 -0.10
F -0.4568 -2.0758 -0.4264 0.44 2.98 1.29 -0.20
C 1.4706 -1.0360 0.8036 4.20 -1.48 2.50 0.73
F 2.1092 -1.9421 -0.0779 -2.01 2.93 1.67 -0.18
F 1.8286 -1.4507 2.1036 -1.37 1.35 -3.81 -0.15
F 1.9427 0.2758 0.6665 -1.73 -2.88 -0.52 -0.17
Zr -0.6166 -0.4751 -3.3674 1.26 2.23 1.79 2.24
```
Forces are in eV/Å.

Summary:
- LUMO level: -19.85 eV
- Charge: +3
- HOMO level: -23.872 eV
- Orbital gap: 4.02 eV



[4]
C37H82BFN4OPS | wB97M-V/def2-TZVPD

XYZ file:
```
128
Properties=species:S:1:pos:R:3:forces:R:3:mulliken_charge:R:1
C -1.8462 6.6406 1.5626 0.34 -0.46 -0.41 -1.67
C -2.0742 6.0664 0.1505 -0.04 0.78 0.74 1.03
C -3.5414 5.8449 -0.1518 0.24 -0.94 -0.07 -0.12
F -4.1611 7.1128 -0.1974 -0.19 0.36 -0.03 -0.46
B -3.9819 4.9298 -1.4371 -0.17 0.80 -0.21 0.04
C -4.0065 5.6605 -2.9153 0.41 -0.02 0.61 -1.75
C -2.7910 6.4049 -3.4460 -0.01 -0.47 -0.40 0.79
C -1.5071 5.5695 -3.4514 0.10 0.46 -0.44 -1.20
O -2.6182 7.6443 -2.7644 -0.14 -0.03 0.07 -0.17
C -1.9863 8.6322 -3.5145 0.26 0.32 0.20 -1.05
C -0.4768 8.6397 -3.4308 0.45 0.05 -0.44 0.82
C 0.2039 8.3663 -2.2516 0.34 0.04 0.18 0.11
C 1.5977 8.4087 -2.1920 -0.58 0.08 -0.53 -0.79
C 2.3275 8.7399 -3.3316 -0.14 -0.05 0.31 -0.36
C 1.6639 9.0259 -4.5179 -0.21 -0.10 0.35 -0.60
C 0.2735 8.9680 -4.5640 0.15 -0.04 0.28 -0.52
P -3.0334 3.2195 -1.4448 -0.70 0.01 0.39 0.36
S -3.5899 1.8829 -0.0741 0.23 -0.10 0.12 -0.52
H -2.3389 6.0069 2.2956 -0.22 0.08 0.18 0.44
H -2.1881 7.6665 1.6366 -0.20 0.12 0.12 0.35
H -0.7814 6.6092 1.7986 0.12 0.17 0.06 0.43
H -1.5182 5.1351 0.0953 0.01 -0.24 -0.25 -0.28
H -1.6621 6.7885 -0.5501 0.05 -0.21 -0.36 -0.46
H -3.9628 5.3594 0.7319 -0.09 -0.06 0.16 0.39
H -5.1229 4.5671 -1.2130 0.04 -0.24 -0.12 -0.23
H -4.8371 6.3652 -2.8998 -0.13 0.13 -0.04 0.25
H -4.2536 4.9125 -3.6723 -0.07 -0.11 -0.12 0.39
H -2.9865 6.6450 -4.5005 -0.13 0.17 -0.08 0.55
H -0.9260 5.7137 -2.5470 -0.09 -0.23 0.28 0.01
H -1.7319 4.5229 -3.6264 -0.03 -0.21 0.13 0.40
H -0.8760 5.8939 -4.2804 0.19 0.01 -0.02 0.48
H -2.2656 8.5986 -4.5718 -0.15 -0.14 -0.12 0.43
H -2.3411 9.5901 -3.1298 -0.09 0.10 0.08 0.32
H -0.3438 8.1167 -1.3548 -0.15 -0.03 -0.01 0.28
H 2.0773 8.1753 -1.2563 0.22 0.00 0.11 0.42
H 3.4051 8.7770 -3.2759 0.13 0.00 -0.09 0.37
H 2.2336 9.2837 -5.3953 0.04 0.04 -0.20 0.39
H -0.2365 9.1822 -5.4929 -0.08 0.00 -0.11 0.31
H -1.6276 3.3865 -1.4428 0.04 -0.16 -0.22 -0.16
H -3.2616 2.6622 -2.7251 0.33 0.09 -0.11 0.02
C 4.3733 0.8399 0.2531 0.04 -0.05 0.00 -1.50
C 2.9098 0.5409 0.5436 0.08 -0.06 -0.08 0.17
N 2.0238 1.6358 0.2137 -0.04 0.10 0.10 0.14
C 0.6809 1.4736 0.7543 -0.14 0.00 0.13 -0.62
C -0.1500 0.2939 0.2494 -0.04 -0.11 0.04 -0.31
C 2.0998 2.1126 -1.1554 0.12 0.07 -0.19 -0.75
C 1.8442 1.1039 -2.2846 -0.05 0.08 -0.06 -0.89
H 4.6883 1.7611 0.7455 -0.03 0.03 -0.02 0.35
H 4.9933 0.0236 0.6287 0.01 0.00 -0.01 0.29
H 4.5733 0.9336 -0.8152 -0.02 0.01 0.00 0.35
H 2.8081 0.3488 1.6160 -0.10 0.00 0.00 0.46
H 2.6339 -0.3981 0.0334 0.03 -0.03 0.03 -0.09
H 0.1236 2.3977 0.5823 0.02 0.00 -0.08 0.03
H 0.7742 1.3901 1.8423 0.10 -0.02 -0.01 0.34
H -0.5128 0.4567 -0.7640 -0.03 -0.02 0.00 -0.10
H -1.0323 0.1728 0.8779 -0.04 0.06 -0.05 0.43
H 0.4090 -0.6461 0.2774 0.06 0.04 0.01 0.09
H 3.0916 2.5488 -1.3077 0.02 -0.05 0.04 0.34
H 1.4059 2.9498 -1.2587 -0.07 -0.04 0.07 0.39
H 2.3773 0.1645 -2.1249 0.01 0.00 0.02 0.21
H 2.1933 1.5203 -3.2323 0.00 0.01 0.01 0.47
H 0.7852 0.8806 -2.4032 0.01 -0.06 0.04 0.18
C -1.1613 -5.1418 -4.4558 -0.01 -0.06 0.00 -1.48
C -0.3853 -4.8218 -3.1866 -0.10 -0.05 -0.02 -0.08
N -0.4185 -3.4160 -2.8398 0.07 0.06 0.03 0.22
C 0.5438 -3.0493 -1.8169 0.20 0.10 0.07 -0.19
C 0.3812 -3.6575 -0.4183 0.04 0.07 0.04 -1.04
C -1.7422 -2.8278 -2.7038 -0.20 0.07 -0.12 -0.91
C -2.7046 -3.4512 -1.6864 -0.03 0.06 0.04 -0.74
H -0.8239 -4.5169 -5.2836 -0.01 0.04 0.02 0.33
H -1.0045 -6.1865 -4.7303 0.00 0.00 0.01 0.45
H -2.2345 -4.9964 -4.3285 0.00 0.01 0.00 0.28
H 0.6613 -5.0958 -3.3476 0.03 0.04 0.08 0.50
H -0.7548 -5.4702 -2.3740 0.01 -0.04 -0.02 0.00
H 0.5484 -1.9595 -1.7282 -0.08 0.00 -0.02 -0.17
H 1.5392 -3.3146 -2.1905 -0.04 -0.08 -0.05 0.33
H -0.4549 -3.2176 0.1237 -0.04 -0.04 -0.02 0.16
H 1.2818 -3.4649 0.1701 0.00 0.01 -0.01 0.42
H 0.2410 -4.7389 -0.4546 -0.01 -0.01 -0.02 0.37
H -2.2229 -2.8503 -3.6853 0.04 -0.06 -0.01 0.39
H -1.6209 -1.7664 -2.4772 0.09 -0.01 0.06 0.30
H -2.7197 -4.5416 -1.7481 0.03 0.00 -0.03 0.16
H -3.7193 -3.0982 -1.8799 0.01 0.02 0.00 0.49
H -2.4592 -3.1666 -0.6640 0.03 -0.07 0.02 0.22
C 7.4246 -2.5624 6.5010 -0.01 -0.03 0.03 -1.43
C 6.2350 -2.3636 5.5732 0.05 -0.07 0.08 -0.34
N 6.6173 -1.9383 4.2408 -0.04 0.08 -0.07 0.16
C 5.5000 -1.4610 3.4430 -0.15 0.10 -0.05 -0.77
C 4.3961 -2.4588 3.0712 -0.02 0.05 -0.08 -0.85
C 7.5684 -2.7948 3.5568 0.19 -0.11 0.01 -0.66
C 7.1955 -4.2701 3.3530 0.05 0.01 -0.10 -0.98
H 8.0471 -1.6672 6.5299 0.01 0.00 -0.04 0.33
H 7.0718 -2.7651 7.5132 -0.01 0.00 0.00 0.44
H 8.0463 -3.4061 6.1986 0.01 0.01 0.00 0.29
H 5.5992 -1.5818 5.9964 -0.06 0.01 -0.08 0.44
H 5.6315 -3.2855 5.5683 -0.01 0.00 0.03 0.27
H 5.8973 -1.0174 2.5267 0.09 -0.04 0.01 0.33
H 5.0393 -0.6323 3.9898 0.03 -0.03 0.07 0.34
H 4.7184 -3.1582 2.3007 0.02 -0.04 0.03 0.18
H 3.5351 -1.9178 2.6727 0.01 0.01 0.00 0.32
H 4.0507 -3.0293 3.9340 0.01 0.00 0.02 0.35
H 8.5122 -2.7575 4.1077 -0.04 0.01 0.05 0.37
H 7.7918 -2.3429 2.5875 -0.09 0.04 -0.01 0.32
H 6.7861 -4.7181 4.2594 0.00 0.02 0.02 0.24
H 8.0882 -4.8384 3.0826 0.00 0.01 0.01 0.37
H 6.4738 -4.4051 2.5492 -0.07 -0.01 0.05 0.28
C -6.0675 -8.3679 2.8368 0.01 -0.04 0.03 -1.44
C -4.8044 -7.8844 2.1394 -0.04 -0.03 0.10 -0.31
N -4.9538 -6.5755 1.5357 0.03 0.03 -0.10 0.15
C -3.8756 -6.2312 0.6249 0.09 0.00 -0.17 -0.89
C -2.4627 -6.0748 1.2000 0.02 0.04 -0.06 -0.64
C -5.3942 -5.5170 2.4282 -0.15 0.08 0.15 -0.66
C -4.5471 -5.2260 3.6745 -0.02 0.09 -0.02 -0.97
H -6.9212 -8.3345 2.1587 0.00 0.04 -0.01 0.33
H -5.9342 -9.3994 3.1670 0.01 0.00 0.00 0.44
H -6.3038 -7.7722 3.7191 -0.01 0.01 -0.01 0.29
H -4.5658 -8.5894 1.3382 0.07 0.05 -0.04 0.44
H -3.9661 -7.9308 2.8536 0.00 -0.04 0.00 0.27
H -4.1472 -5.3103 0.1037 -0.06 0.03 0.07 0.36
H -3.8440 -7.0049 -0.1499 -0.04 -0.06 0.06 0.35
H -2.3509 -5.1514 1.7665 -0.01 -0.01 0.04 0.15
H -1.7393 -6.0366 0.3825 -0.01 0.01 -0.01 0.14
H -2.1857 -6.9118 1.8426 -0.02 -0.01 0.01 0.39
H -6.4099 -5.7540 2.7560 0.02 -0.06 -0.01 0.38
H -5.4961 -4.6018 1.8410 0.08 -0.02 -0.06 0.34
H -4.2595 -6.1395 4.1976 -0.01 -0.02 -0.01 0.24
H -5.1243 -4.6173 4.3732 -0.01 0.00 -0.01 0.37
H -3.6431 -4.6682 3.4367 0.05 -0.06 0.00 0.28
```
Forces are in eV/Å.

Summary:
- LUMO level: 2.12 eV
- Charge: -1
- HOMO level: -4.444 eV
- Orbital gap: 6.56 eV



[5]
C8H15NP | wB97M-V/def2-TZVPD

XYZ file:
```
25
Properties=species:S:1:pos:R:3:forces:R:3:mulliken_charge:R:1
C -2.8988 1.4642 -0.8432 0.99 1.04 -1.16 -0.93
C -1.5597 1.8388 -0.4317 -0.58 0.38 -0.62 0.15
C -2.9788 0.0797 -0.8127 -1.74 1.68 0.45 -0.23
C -1.0321 0.6534 -0.1515 5.43 -2.18 1.54 -0.15
C -1.6482 -1.7971 -0.1534 -0.04 -0.83 1.10 -0.99
C 1.8942 1.8645 0.6821 -0.96 -3.09 1.86 -1.06
C 2.2185 -0.6537 -1.1351 1.55 2.02 0.18 -1.12
C 1.5780 -0.9219 1.7516 0.45 -3.24 -0.30 -1.16
N -1.8280 -0.3878 -0.3400 0.28 -1.91 -0.35 0.10
P 1.3632 0.1093 0.3237 -3.07 2.02 -2.18 0.85
H -3.3917 2.2085 -1.4689 -0.84 -0.50 0.71 0.34
H -1.0201 2.7720 -0.4894 -0.45 0.08 0.00 0.38
H -3.7939 -0.6049 -0.7099 -0.63 0.05 -0.86 0.37
H -0.7903 -2.2113 -0.6071 1.64 0.15 -0.31 0.35
H -1.7002 -2.0698 0.8863 0.39 0.04 0.63 0.36
H -2.3686 -2.4702 -0.5883 -1.08 0.75 -0.54 0.36
H 2.6606 2.1118 0.0263 1.86 0.53 -0.60 0.40
H 2.0911 1.7260 1.7793 0.39 1.00 -1.05 0.35
H 1.0764 2.5076 0.5077 -0.99 0.65 0.02 0.30
H 3.3448 -0.4267 -1.1493 -1.57 -0.25 0.39 0.38
H 1.8656 -0.3763 -2.1291 -0.38 0.44 0.33 0.38
H 2.0942 -1.6852 -1.0626 -0.15 -1.87 0.27 0.39
H 1.4792 -2.0591 1.4496 0.16 2.21 0.24 0.36
H 0.7627 -0.7995 2.4453 -0.05 0.47 0.45 0.39
H 2.5820 -0.8722 2.2204 -0.61 0.39 -0.20 0.43
```
Forces are in eV/Å.

Summary:
- LUMO level: -4.26 eV
- Charge: +1
- HOMO level: -12.133 eV
- Energy above the lowest of the compared OMol25 structures with the same formula, charge and spin: 1.746 eV
- Orbital gap: 7.87 eV



[6]
C4H34N2O12 | wB97M-V/def2-TZVPD

XYZ file:
```
52
Properties=species:S:1:pos:R:3:forces:R:3:mulliken_charge:R:1
C -1.4547 -1.5608 -1.3782 2.67 -2.25 -2.87 -1.52
C -2.5920 -1.2529 -0.4809 -0.85 1.44 -0.69 1.38
C -3.6577 -0.3603 -1.1842 0.42 0.86 0.13 -1.61
O -3.2036 -2.4348 0.0281 0.45 0.63 1.08 -0.51
N -0.1042 -1.2871 -0.8631 -0.59 0.08 0.98 0.02
C 0.2606 0.1107 -1.1137 0.13 1.06 0.60 -0.83
N 0.2761 0.9552 0.1030 0.67 -0.83 0.28 -0.02
H -1.2747 -2.6114 -1.8226 -1.52 0.75 1.35 0.22
H -1.5602 -1.0683 -2.3575 0.08 0.52 0.50 0.47
H -2.1177 -0.5730 0.3007 -0.95 -1.21 -0.37 -0.11
H -4.2171 -0.7737 -2.0151 0.51 -0.72 -0.56 0.46
H -3.2595 0.6338 -1.5331 -0.16 -1.01 0.51 0.33
H -4.4684 -0.1770 -0.5052 -0.27 0.43 0.80 0.38
H -3.7706 -2.7512 -0.6678 -0.32 -0.33 -0.34 0.43
H -0.0571 -1.6290 0.1835 0.20 1.59 -2.74 0.19
H 1.1636 0.2308 -1.6981 0.98 -0.48 0.53 0.56
H -0.3373 0.7366 -1.7709 -1.47 -1.19 -0.57 0.19
H 1.2651 1.1867 0.2080 -0.41 0.01 0.96 0.26
H -0.0292 0.3227 0.8607 0.59 0.76 -0.22 -0.03
H 1.8319 -2.5795 1.6985 -0.81 0.69 0.61 0.27
H 2.5046 -1.1029 1.9185 -1.03 0.18 0.48 0.29
O 2.5632 -1.9866 1.5747 2.17 -0.71 -1.14 -0.60
H 3.8733 0.3112 0.0205 -0.30 0.45 -0.26 0.42
H 3.0246 1.4233 -0.5892 0.85 -0.35 0.88 0.26
O 3.4394 1.1414 0.2665 -0.58 0.82 -0.47 -0.77
H 1.8862 4.2307 -0.8393 0.50 0.34 0.30 0.25
H 1.6522 3.9117 0.6920 0.65 0.41 0.46 0.26
O 1.3663 3.7544 -0.1962 -0.73 -0.64 -0.85 -0.50
H 2.6896 -1.4156 -0.6931 0.35 0.18 -0.25 0.40
H 4.0558 -1.4983 -0.1484 0.25 -0.51 -0.05 0.33
O 3.6104 -1.1910 -0.9454 -0.52 -1.05 0.38 -0.78
H -0.6801 2.5887 1.9688 0.23 -0.19 -0.04 0.28
H -2.1096 2.6867 2.3654 0.52 -0.36 0.51 0.34
O -1.2468 2.3935 2.7287 -0.81 0.48 -0.69 -0.72
H 0.0217 0.6086 4.7591 0.15 0.21 0.56 0.30
H -0.8382 0.7427 3.4727 0.50 -0.03 0.46 0.39
O -0.1976 0.1591 3.9535 -0.79 0.25 -0.78 -0.66
H 0.8469 -1.8407 -4.1593 0.09 -0.68 0.34 0.31
H -0.2673 -1.0268 -4.8016 -0.07 -0.04 -0.02 0.27
O 0.6472 -0.9842 -4.5139 0.01 0.75 -0.27 -0.60
H -2.5273 -1.2398 1.9419 0.65 -0.24 0.05 0.13
H -3.9039 -0.8329 2.0003 -0.10 0.06 0.62 0.46
O -3.1330 -0.8882 2.5903 -0.70 0.22 -0.34 -0.58
H -0.1822 -1.0335 2.9709 0.79 -0.68 -1.61 0.28
H -0.7888 -2.2073 2.2008 0.43 0.00 -0.27 0.24
O -0.0770 -1.5526 2.0726 -1.45 -0.05 2.08 -0.54
H -1.0213 3.7190 -1.4386 -0.72 0.18 0.72 0.33
H -0.6453 2.5691 -0.6163 -0.79 0.19 0.96 0.32
O -1.3718 3.2492 -0.6522 1.12 -0.45 -1.36 -0.65
H 3.4286 -0.2834 -2.5993 0.04 2.16 0.99 0.33
H 3.1828 0.7170 -3.6265 -0.04 0.98 1.17 0.31
O 3.3186 0.7293 -2.6403 -0.01 -2.65 -2.54 -0.62
```
Forces are in eV/Å.

Summary:
- LUMO level: 0.36 eV
- HOMO level: -8.354 eV
- Energy above the lowest of the compared OMol25 structures with the same formula, charge and spin: 3.928 eV
- Orbital gap: 8.72 eV